C27H48OP2Ru as an isolated structure in a non-equilibrium geometry. Source: OMol25; level of theory: ωB97M-V/def2-TZVPD.

Atoms and positions in Å:
Ru: 3.135 2.540 0.363
P: 4.361 1.211 -0.705
P: 3.042 -2.205 -1.034
O: -2.836 0.523 1.542
C: 5.225 -0.509 -0.747
C: -5.175 -2.682 2.219
C: -6.708 0.942 0.320
C: -5.948 2.073 0.641
C: 2.464 -0.647 -0.891
C: -4.650 1.951 1.089
C: -4.127 4.429 0.809
C: -4.040 3.371 3.082
C: -4.879 -0.533 0.908
C: -3.838 3.146 1.584
C: 1.330 -0.751 -3.019
C: 0.396 -1.648 0.323
C: 2.245 -0.114 0.493
C: 3.460 -3.472 0.214
C: -6.173 -0.331 0.466
C: -2.918 -2.163 1.301
C: 4.681 1.614 -2.423
C: 1.061 2.723 0.200
C: 5.584 2.083 0.322
C: -4.413 -1.971 1.100
C: 1.457 -1.187 1.250
C: 4.681 -1.646 -1.627
C: -4.022 0.624 1.199
C: 2.562 -3.461 -2.314
C: 2.086 -0.004 -2.035
C: 0.436 -2.140 -0.948
C: 0.149 -1.221 -2.160
H: 0.072 -3.184 -1.156
H: 4.175 2.530 -2.706
H: -3.431 5.212 1.124
H: 1.054 -0.031 -3.786
H: 1.045 -0.807 2.207
H: -3.399 4.185 3.429
H: -6.786 -1.211 0.245
H: 0.569 3.164 1.082
H: 5.757 1.731 -2.437
H: 5.350 -0.817 0.309
H: -4.966 -2.205 3.186
H: 3.113 0.100 1.139
H: 4.541 -1.370 -2.689
H: 1.958 -1.531 -3.486
H: -2.786 2.877 1.434
H: 5.791 1.473 1.208
H: -0.564 -1.667 -2.857
H: 4.026 -4.176 -0.423
H: -6.253 -2.661 2.039
H: 2.538 -3.955 0.581
H: -3.992 4.266 -0.267
H: 3.181 3.322 -1.020
H: -0.532 -1.874 0.890
H: -6.392 3.070 0.559
H: -7.737 1.064 -0.027
H: 4.113 -3.130 1.035
H: 3.276 -4.279 -2.131
H: 6.217 -0.224 -1.124
H: 2.656 -3.163 -3.368
H: -5.083 3.630 3.300
H: 0.301 1.991 -0.138
H: -2.691 -3.236 1.365
H: -4.672 -2.485 0.160
H: 1.558 -3.862 -2.121
H: -5.149 4.778 0.990
H: -2.390 -1.753 0.439
H: 1.094 3.512 -0.569
H: -0.309 -0.328 -1.685
H: 5.259 3.107 0.607
H: 4.337 0.767 -3.005
H: 2.098 1.108 -2.028
H: 2.202 -1.969 1.528
H: 5.283 -2.561 -1.559
H: -4.848 -3.727 2.273
H: 6.415 2.091 -0.393
H: -2.570 -1.669 2.214
H: 1.727 0.893 0.473
H: -3.784 2.463 3.638

The molecular weight is 551.70 Da. As for the expectation value of S²: 6.295. As for the max |F|: 6.03 eV Å⁻¹. As for the net charge: +2. The total energy is -51957.4751 eV. The spin multiplicity is 5. The value obtained for the HOMO energy (alpha / beta) is -0.43366 / -0.46613 hartree.

These are the Löwdin partial charges, in e, on atoms 1 to 5: Ru 0.938; P 0.635; P 0.943; O 0.033; C -0.282



A 2-piece molecular cluster, C4H7N10 overall in a non-equilibrium geometry. Source: OMol25; level of theory: ωB97M-V/def2-TZVPD.

Atoms and positions in Å:
N: -3.018 0.714 0.611
N: -3.263 -3.482 -1.092
N: -3.085 -1.324 -0.369
N: -3.098 1.892 0.215
N: -0.523 -0.431 -0.167
N: -0.071 0.649 0.225
N: -3.517 4.161 0.551
N: -3.098 -2.518 -0.391
N: -2.565 -0.191 -0.279
N: -3.173 2.976 0.553
C: 1.292 0.746 0.370
C: 1.901 -0.381 0.768
C: -0.089 -1.611 -0.065
C: 1.205 -1.698 0.781
H: 3.008 -0.297 0.901
H: -2.938 4.729 1.134
H: -3.124 -4.292 -0.545
H: 0.932 -1.968 1.857
H: -0.497 -2.422 -0.663
H: 1.846 -2.448 0.242
H: 1.722 1.752 0.044

The molecular weight is 195.17 Da. As for the max |F|: 4.12 eV Å⁻¹. As for the net charge: +1. The total energy is -19140.8159 eV. The value obtained for the HOMO energy (alpha / beta) is -0.43775 / -0.43119 hartree.

These are the natural (NBO) partial charges, in e, on atoms 1 to 5: N -0.192; N -0.339; N 0.128; N 0.147; N -0.040



A 7-piece molecular cluster, C37H64BCl2N10O5SSi overall in a non-equilibrium geometry. Source: OMol25; level of theory: ωB97M-V/def2-TZVPD.

Atoms and positions in Å:
Cl: -4.281 -2.923 -1.636
Cl: 0.198 -3.323 -1.854
S: -1.853 -3.063 2.227
Si: -3.552 1.424 -2.942
O: 1.213 5.161 1.694
O: -0.443 3.430 -7.171
O: 1.787 4.355 -0.556
O: -1.828 1.237 1.746
O: -1.245 2.773 -5.098
N: -2.665 -0.868 0.443
N: -1.725 -1.165 -2.358
N: 2.438 -0.897 7.969
N: 5.213 -4.267 6.221
N: -2.126 1.244 -1.980
N: 4.252 -2.053 1.815
N: -1.556 -0.242 -0.105
N: 5.338 1.249 4.768
N: 3.769 -4.348 -3.073
N: -3.836 -7.585 0.843
C: 2.962 -5.019 -3.549
C: 0.293 0.382 1.335
C: 0.988 1.404 2.357
C: 2.536 1.684 1.920
C: -1.805 -0.110 -1.526
C: -2.542 -3.417 -1.596
C: 1.937 -5.873 -4.157
C: 4.612 0.363 4.885
C: 0.689 1.047 8.026
C: 0.256 1.451 -2.662
C: -3.037 1.924 1.838
C: 3.974 -2.877 1.060
C: -2.402 -1.863 1.225
C: -2.240 -4.947 -1.165
C: 1.281 -0.400 0.365
C: 3.259 2.793 2.829
C: 6.292 -2.572 7.896
C: -1.001 2.170 -1.882
C: 1.668 -0.042 7.994
C: -3.501 0.651 -4.737
C: 3.620 -3.924 0.098
C: -0.694 3.689 -4.151
C: 0.748 1.462 -6.306
C: 3.686 -0.762 5.033
C: -4.014 -6.780 1.647
C: -4.240 -5.754 2.667
C: -3.803 2.529 0.586
C: -0.655 3.671 0.398
C: -1.443 -2.554 -1.923
C: 1.936 1.815 -7.365
C: 5.688 -3.522 6.958
C: -4.385 3.123 -3.148
C: -1.072 3.585 -2.611
C: -1.063 0.992 0.593
C: -0.342 2.627 -6.209
C: -4.936 0.325 -2.101
C: -0.553 2.211 -0.307
B: 0.811 4.420 0.517
H: 2.064 -0.923 1.036
H: 0.459 3.669 -4.269
H: 1.176 2.024 8.078
H: 2.717 2.884 3.827
H: 0.599 2.101 -0.371
H: 0.410 2.356 2.579
H: 1.098 0.872 3.381
H: -3.812 1.249 2.379
H: 3.830 -3.617 -0.930
H: 2.599 1.973 0.802
H: 0.212 0.530 -6.693
H: -0.959 3.608 1.514
H: 2.349 -6.479 -4.968
H: 6.193 -2.910 8.930
H: 3.378 3.771 2.257
H: -5.474 2.957 -3.493
H: -1.870 -5.569 -2.048
H: 4.179 -4.845 0.281
H: 7.358 -2.436 7.699
H: 2.515 4.985 -0.352
H: -0.086 0.987 -3.660
H: 5.821 -1.588 7.830
H: -3.178 2.978 -0.246
H: 3.155 0.716 2.035
H: -3.341 -5.574 3.262
H: 0.816 6.059 1.701
H: 1.502 -6.560 -3.427
H: -3.666 1.520 -5.483
H: -4.529 -4.800 2.220
H: 1.535 2.193 -8.361
H: -4.635 -0.030 -1.060
H: 0.724 0.602 -2.062
H: -1.997 4.222 -2.336
H: -2.460 0.233 -4.995
H: 2.557 -4.175 0.149
H: -2.910 2.808 2.582
H: -4.457 3.397 0.985
H: 2.650 -0.423 5.106
H: 0.819 -1.220 -0.271
H: -3.864 3.698 -3.993
H: 4.334 2.428 3.069
H: -0.154 -0.444 2.018
H: 1.119 -5.283 -4.575
H: -0.982 4.761 -4.486
H: -4.421 3.749 -2.182
H: -4.353 -0.081 -4.920
H: -5.902 0.946 -1.954
H: 0.058 1.046 7.134
H: 3.745 -1.446 4.183
H: 2.598 2.589 -6.823
H: -5.034 -6.042 3.360
H: 0.027 0.967 8.892
H: 3.899 -1.344 5.932
H: 1.279 1.249 -5.311
H: -1.855 -1.071 -3.386
H: -3.161 -5.418 -0.659
H: -4.567 1.745 0.233
H: -0.207 4.219 -2.163
H: -1.410 -4.977 -0.364
H: 2.565 0.867 -7.443
H: -1.454 4.353 -0.061
H: -5.235 -0.562 -2.749
H: 1.904 0.265 -0.340
H: 1.128 2.196 -2.810

The molecular weight is 870.85 Da. As for the max |F|: 5.86 eV Å⁻¹. As for the net charge: +1. The total energy is -108966.0425 eV. The value obtained for the HOMO energy is -0.44095 hartree.

These are the Löwdin partial charges, in e, on atoms 1 to 5: Cl 0.680; Cl 0.686; S 0.773; Si 0.504; O 0.074



A 3-piece molecular cluster, C19H40N5O5 overall in a non-equilibrium geometry. Source: OMol25; level of theory: ωB97M-V/def2-TZVPD.

Atoms and positions in Å:
O: 7.816 2.433 -1.181
O: 8.716 2.075 0.797
O: 3.823 1.681 -1.559
O: 2.547 0.731 -3.084
O: -4.517 -3.249 0.056
N: -0.171 4.187 -1.460
N: -0.595 2.067 0.064
N: -1.723 2.114 -2.004
N: 3.254 1.651 -2.657
N: 7.875 1.865 -0.084
C: 0.433 -0.362 -0.404
C: -3.054 -3.229 0.232
C: -0.729 2.964 -1.185
C: -2.953 2.724 0.718
C: -2.222 0.418 1.526
C: -2.512 -4.785 0.277
C: -1.945 1.458 0.292
C: -5.106 -1.914 0.260
C: 6.838 0.836 0.196
C: 0.239 -4.520 0.271
C: 0.581 1.249 -0.338
C: -1.132 -4.794 1.185
C: -2.264 3.780 1.764
C: 1.978 -2.408 0.623
C: -2.585 1.107 -1.213
C: 3.442 2.833 -3.541
C: 0.960 -1.163 0.968
C: -2.944 4.100 3.081
C: 1.424 -3.857 1.246
H: 1.347 -0.428 1.797
H: 1.171 -0.747 -1.260
H: 3.057 3.706 -3.010
H: -2.826 -2.766 1.288
H: -3.724 1.365 -1.126
H: -1.025 -5.856 1.679
H: 6.929 0.060 -0.567
H: 0.017 -3.857 -0.678
H: 7.011 0.421 1.191
H: 1.031 -3.626 2.327
H: -4.125 4.048 3.208
H: 0.585 -5.600 -0.100
H: -2.246 2.636 -2.743
H: -2.948 0.801 2.358
H: 0.951 1.614 -1.413
H: -3.971 2.333 1.205
H: -2.499 -0.621 1.062
H: -2.338 4.462 4.043
H: -4.521 -1.152 -0.428
H: -2.357 -5.138 -0.828
H: 2.290 -4.673 1.301
H: 0.284 4.414 -2.392
H: -0.024 -1.665 1.420
H: -1.150 -3.985 2.059
H: 5.864 1.328 0.147
H: -0.619 -0.790 -0.679
H: -6.245 -1.893 -0.064
H: -2.497 -0.028 -1.483
H: -1.170 0.259 2.067
H: 3.064 -2.150 1.012
H: -1.264 4.374 1.554
H: -5.059 -1.594 1.402
H: -2.538 -2.655 -0.662
H: 1.487 1.518 0.391
H: 2.078 -2.611 -0.548
H: -0.229 4.977 -0.751
H: -3.350 -5.414 0.826
H: 4.511 2.928 -3.742
H: -3.314 3.341 -0.239
H: 2.888 2.671 -4.469

The molecular weight is 418.56 Da. As for the max |F|: 6.64 eV Å⁻¹. As for the net charge: +1. The total energy is -38016.0058 eV. The value obtained for the HOMO energy is -0.43031 hartree.

These are the natural (NBO) partial charges, in e, on atoms 1 to 5: O -0.385; O -0.356; O -0.375; O -0.372; O -0.562